# 1
{
  "formula": "C4H8O2",
  "method": "ωB97M-V/def2-TZVPD",
  "species": ["O", "C", "C", "C", "C", "O", "H", "H", "H", "H", "H", "H", "H", "H"],
  "xyz": [[2.077, -0.242, -0.302], [1.572, 0.859, -0.244], [0.090, 1.130, -0.179], [-0.779, -0.056, -0.600], [-0.937, -1.157, 0.475], [0.067, -1.153, 1.467], [2.220, 1.760, -0.252], [-0.099, 1.995, -0.829], [-0.131, 1.462, 0.847], [-1.773, 0.323, -0.867], [-0.349, -0.480, -1.516], [-1.881, -1.019, 1.015], [-0.991, -2.138, -0.024], [0.911, -1.285, 1.010]],
  "e_above_lowest_kcal_mol": 27.15,
  "smiles": "O=CCCCO",
  "lumo_ev": 0.9368,
  "max_force_ev_per_a": 0.54,
  "e_tot_ha": -307.669166
}

# 2
{
  "formula": "ClHg2",
  "method": "ωB97M-V/def2-TZVPD",
  "species": ["Hg", "Hg", "Cl"],
  "xyz": [[1.628, -1.447, 0.594], [-1.067, 1.441, -1.339], [-0.561, 0.005, 0.745]],
  "e_above_lowest_kcal_mol": 2.23,
  "lumo_ev": -19.0329,
  "total_charge": 3,
  "max_force_ev_per_a": 1.34,
  "e_tot_ha": -765.514015
}

# 3
{
  "formula": "C3H2FeLiO3",
  "method": "ωB97M-V/def2-TZVPD",
  "species": ["C", "C", "O", "Fe", "H", "H", "O", "C", "Li", "O"],
  "xyz": [[-1.435, 1.042, -0.823], [-0.208, 0.579, -0.954], [0.824, 0.746, -1.607], [2.629, 0.495, -1.075], [-2.282, 0.382, -0.715], [-1.624, 2.097, -0.701], [-0.824, -1.286, 1.624], [0.009, -0.842, 0.947], [1.580, -2.436, 2.220], [1.332, -0.777, 1.082]],
  "e_above_lowest_kcal_mol": 0.32,
  "s2": 6.11,
  "lumo_ev": [-4.6378, -4.8146],
  "spin_multiplicity": 5,
  "total_charge": 1,
  "max_force_ev_per_a": 5.09,
  "e_tot_ha": -1612.096427
}

# 4
{
  "formula": "C27H28F7FeN5O5S3Se2",
  "method": "ωB97M-V/def2-TZVPD",
  "species": ["Fe", "F", "C", "F", "F", "S", "O", "O", "N", "S", "O", "O", "C", "F", "F", "F", "Se", "Se", "C", "C", "C", "C", "C", "N", "C", "C", "C", "C", "C", "N", "H", "H", "H", "H", "H", "H", "H", "H", "C", "C", "C", "C", "C", "C", "C", "S", "C", "O", "H", "H", "H", "H", "H", "H", "H", "H", "H", "H", "F", "C", "C", "C", "C", "C", "C", "C", "H", "H", "H", "H", "H", "H", "N", "N", "H", "H", "H", "H"],
  "xyz": [[-0.474, -0.461, 0.895], [-2.045, -3.225, -3.583], [-2.036, -2.121, -2.860], [-3.001, -1.313, -3.268], [-0.853, -1.509, -3.013], [-2.285, -2.537, -1.080], [-2.055, -1.305, -0.336], [-3.587, -3.096, -1.002], [-1.197, -3.634, -0.811], [0.310, -3.373, -0.544], [0.530, -2.283, 0.422], [1.165, -3.370, -1.687], [0.800, -4.925, 0.330], [0.448, -5.970, -0.393], [0.250, -5.021, 1.539], [2.123, -4.897, 0.471], [-2.068, 1.361, 3.803], [-3.704, 0.496, 2.423], [-3.018, -1.287, 2.540], [-3.897, -2.269, 2.964], [-3.429, -3.551, 3.190], [-2.073, -3.783, 3.047], [-1.272, -2.749, 2.599], [-1.724, -1.527, 2.286], [-1.119, 2.248, 2.390], [-0.826, 3.587, 2.592], [-0.432, 4.365, 1.518], [-0.411, 3.778, 0.266], [-0.658, 2.421, 0.166], [-0.938, 1.626, 1.214], [-4.931, -2.010, 3.143], [-4.101, -4.335, 3.511], [-1.634, -4.746, 3.256], [-0.214, -2.905, 2.467], [-0.985, 4.022, 3.569], [-0.215, 5.417, 1.650], [-0.208, 4.347, -0.630], [-0.623, 1.939, -0.792], [6.979, -0.953, 1.298], [5.665, -0.781, 0.590], [4.947, 0.413, 0.687], [3.743, 0.574, 0.025], [3.242, -0.475, -0.738], [3.927, -1.676, -0.838], [5.139, -1.817, -0.178], [1.673, -0.329, -1.555], [2.015, 1.046, -2.641], [0.738, 0.313, -0.530], [7.273, -0.044, 1.820], [7.767, -1.210, 0.589], [6.923, -1.763, 2.027], [5.348, 1.229, 1.277], [3.196, 1.508, 0.104], [3.512, -2.492, -1.417], [5.682, -2.750, -0.258], [2.396, 1.890, -2.068], [1.077, 1.302, -3.131], [2.742, 0.716, -3.382], [-3.480, 6.539, -3.895], [-3.254, 5.280, -3.490], [-4.210, 4.645, -2.710], [-3.975, 3.354, -2.294], [-2.784, 2.670, -2.646], [-2.531, 1.368, -2.197], [-1.846, 3.365, -3.451], [-2.075, 4.658, -3.870], [-5.117, 5.172, -2.448], [-4.711, 2.842, -1.686], [-1.597, 0.880, -2.441], [-3.225, 0.843, -1.557], [-0.937, 2.858, -3.756], [-1.368, 5.191, -4.491], [0.955, -0.178, 3.521], [1.113, -0.180, 2.096], [1.848, -0.348, 3.971], [0.313, -0.918, 3.775], [1.790, -0.877, 1.785], [1.497, 0.727, 1.847]],
  "e_above_lowest_kcal_mol": 5.53,
  "s2": 0.79,
  "lumo_ev": [-2.9205, -2.9208],
  "spin_multiplicity": 2,
  "total_charge": 1,
  "max_force_ev_per_a": 0.75,
  "e_tot_ha": -9655.584754
}

# 5
{
  "formula": "C6H6ClNS",
  "method": "ωB97M-V/def2-TZVPD",
  "species": ["C", "C", "C", "C", "C", "C", "N", "S", "Cl", "H", "H", "H", "H", "H", "H"],
  "xyz": [[0.954, 0.773, 1.365], [1.929, 1.721, 1.124], [0.537, 0.260, 0.192], [-1.893, -0.520, -0.455], [-0.930, -1.185, -1.442], [-0.564, -0.897, 0.001], [2.302, 1.875, -0.140], [1.484, 0.906, -1.100], [-0.380, -2.188, 1.238], [0.639, 0.360, 2.339], [2.559, 2.235, 1.840], [-2.219, 0.468, -0.843], [-2.778, -1.032, 0.061], [-1.092, -2.195, -1.932], [-0.548, -0.579, -2.248]],
  "e_above_lowest_kcal_mol": 20.49,
  "s2": 2.03,
  "lumo_ev": [0.7986, -2.9521],
  "spin_multiplicity": 3,
  "max_force_ev_per_a": 6.12,
  "e_tot_ha": -1145.151363
}

# 6
{
  "formula": "C6H9N3O2",
  "method": "ωB97M-V/def2-TZVPD",
  "species": ["C", "C", "C", "C", "C", "C", "N", "N", "N", "O", "O", "H", "H", "H", "H", "H", "H", "H", "H", "H"],
  "xyz": [[-1.592, 2.350, 2.025], [-0.795, 1.948, 0.988], [-1.477, 0.252, 2.161], [0.325, -1.738, 0.842], [1.819, -0.755, -3.265], [-0.170, -0.463, 0.300], [-2.009, 1.263, 2.778], [-0.701, 0.565, 1.066], [0.325, -0.142, -0.919], [-0.019, 0.967, -1.429], [1.354, -1.020, -1.843], [-2.132, 3.374, 2.103], [-0.324, 2.504, 0.291], [-1.701, -0.811, 2.464], [1.237, -1.888, 0.306], [-0.339, -2.591, 0.621], [0.587, -1.654, 1.987], [1.620, 0.348, -3.361], [2.838, -1.150, -3.178], [1.155, -1.362, -3.936]],
  "e_above_lowest_kcal_mol": 104.61,
  "s2": 2.03,
  "lumo_ev": [0.1549, -2.1234],
  "spin_multiplicity": 3,
  "max_force_ev_per_a": 5.78,
  "e_tot_ha": -548.473771
}